A molecular structure, C37H40BrN2O3Zr in a non-equilibrium geometry, computed with wB97M-V/def2-TZVPD.

```
84
Properties=species:S:1:pos:R:3
Zr -0.858 -1.429 -1.184
Br 2.614 -1.285 -2.230
O -0.047 0.112 -2.316
O -4.010 -1.127 1.879
O 0.368 -1.277 0.816
N -1.857 -1.055 0.982
N -2.144 -1.199 3.223
C -2.806 -1.131 1.991
C 0.928 0.996 -2.202
C 3.832 5.244 -1.783
C 5.222 3.615 -3.034
C -0.076 -4.544 5.130
C -0.496 -3.292 -1.733
C -0.801 4.451 -2.107
C -5.133 -5.020 -2.110
C -3.838 -2.508 -2.003
C 0.134 -5.524 4.166
C 1.769 3.250 -2.017
C -0.336 0.682 4.350
C -0.153 -3.872 2.433
C 2.266 0.578 -2.158
C 1.560 -0.627 3.678
C -0.658 -1.236 1.521
C -1.546 2.404 -0.946
C -3.934 -3.233 -3.197
C -1.458 2.489 -3.459
C 0.180 -0.445 3.725
C -0.368 -2.893 3.395
C -4.568 -4.465 -3.252
C -5.054 -4.312 -0.916
C 0.096 -5.183 2.825
C 3.323 1.457 -2.047
C -0.723 -1.454 3.031
C -4.421 -3.081 -0.861
C -0.321 -3.238 4.745
C -0.757 2.920 -2.161
C 2.408 0.303 4.255
C 0.681 2.389 -2.129
C 1.888 1.424 4.891
C 0.516 1.610 4.935
C -3.102 -1.226 -1.922
C 4.276 3.781 -1.836
C 5.040 3.467 -0.542
C 3.093 2.823 -1.973
H -2.640 -1.662 3.968
H 4.709 5.888 -1.689
H 0.251 -3.669 -2.437
H 3.184 5.434 -0.926
H -1.721 1.333 -0.999
H 2.552 2.150 5.342
H -0.043 -4.798 6.182
H 4.701 3.839 -3.967
H -0.167 -3.633 1.375
H 5.606 2.597 -3.101
H -0.464 -2.469 5.497
H -0.934 2.899 -4.325
H -1.842 4.777 -2.155
H -5.493 -4.723 -0.013
H 3.479 0.155 4.206
H 1.965 -1.495 3.173
H -1.015 2.628 -0.018
H 0.101 2.484 5.422
H -4.382 -2.536 0.074
H 0.260 -5.935 2.064
H 5.413 2.442 -0.540
H 0.328 -6.547 4.464
H 3.299 5.534 -2.691
H -3.595 -0.528 -1.237
H -4.617 -4.999 -4.194
H 6.074 4.294 -2.941
H -1.487 1.406 -3.549
H 4.387 3.586 0.325
H -0.374 4.838 -1.179
H 5.895 4.140 -0.428
H 4.329 1.059 -2.014
H 1.571 4.309 -1.957
H -5.626 -5.983 -2.152
H -0.271 4.900 -2.950
H -3.482 -2.823 -4.094
H -3.032 -0.750 -2.909
H -2.524 2.890 -0.906
H -2.485 2.865 -3.470
H -1.231 -4.066 -1.473
H -1.408 0.831 4.368
```

Output
HOMO, eV: -3.8
Charge: -1
Energy relative to the best compared isomer or geometry (same formula, charge and spin), kJ/mol: 121.67